This record from the OMol25 dataset describes C4H7IS2 in the gas phase at a distorted geometry. The level of theory is the ωB97M-V functional and the def2-TZVPD basis.

Output
Largest force on an atom (eV/A): 5.3
E_HOMO (alpha / beta) (eV): -9.2 / -6.9
Total energy (Eh): -1250.531289
Spin multiplicity: 1
Molar mass (g/mol): 246.138
HOMO-LUMO gap (alpha / beta) (hartree): 0.344 / 0.179

CARTESIAN COORDINATES (ANGSTROEM)
S (-0.80961, 2.87337, 0.70926)
C (-0.70018, 0.77929, -1.22932)
C (1.22563, -2.13777, 1.27129)
H (-2.29950, 1.22674, 0.07383)
H (-1.26930, 0.60521, -2.17024)
H (0.60361, -2.89468, 1.11828)
H (0.25001, 1.38245, -1.54838)
S (-0.42580, -0.81271, -0.47878)
C (1.06027, -0.97415, 0.30509)
H (-2.21834, 2.44792, -1.21128)
C (-1.58721, 1.75249, -0.39989)
H (2.31198, -2.52263, 1.40666)
I (2.76444, 0.14824, -0.09758)
H (1.09400, -1.87377, 2.25106)